C33H111O23Sn | ωB97M-V with the def2-TZVPD basis set

Values from the calculation:
Lowest unoccupied orbital energy: -1.49 eV
Electronic energy: -3268.36696 a.u.
M: 994.939 g mol⁻¹
HOMO: -11.27 eV

```
! RIJCOSX wB97M-V def2-TZVPD def2/J DEFGRID3
* xyz 1 1
Sn -4.38 2.49 -1.04
C 1.03 -0.25 0.96
C -0.27 0.50 1.27
C -0.37 0.81 2.76
O -0.36 1.72 0.50
H 0.99 -1.19 1.55
H 1.95 0.28 1.15
H 0.90 -0.60 -0.06
H -1.12 -0.19 1.01
H -1.19 1.50 2.84
H 0.54 1.27 3.15
H -0.61 -0.12 3.29
C -3.72 -5.27 -0.81
C -4.26 -5.00 0.57
O -4.77 -3.64 0.61
H -3.00 -6.04 -0.83
H -3.11 -4.42 -1.17
H -4.52 -5.52 -1.50
H -3.42 -5.11 1.36
H -5.06 -5.73 0.91
H -4.95 -3.47 1.54
C 2.82 0.13 5.54
C 2.68 -0.56 6.87
O 1.37 -1.10 7.02
H 2.19 1.03 5.49
H 2.63 -0.52 4.70
H 3.83 0.51 5.38
H 2.96 0.19 7.60
H 3.50 -1.33 6.91
H 1.22 -1.17 7.98
C 0.02 -5.04 0.63
C 0.00 -3.76 -0.18
O 0.42 -3.88 -1.50
H -0.15 -4.81 1.66
H 0.95 -5.56 0.44
H -0.79 -5.69 0.32
H 0.55 -2.96 0.22
H -1.06 -3.38 -0.25
H 1.33 -4.27 -1.45
C -0.58 0.39 -4.89
C 0.32 0.33 -3.71
O -0.48 0.53 -2.52
H -0.85 1.42 -5.21
H -1.50 -0.15 -4.70
H -0.06 -0.15 -5.65
H 1.21 1.07 -3.67
H 0.67 -0.70 -3.62
H 0.08 0.58 -1.73
C 3.70 -3.69 1.86
C 3.29 -3.73 3.29
O 1.99 -3.15 3.45
H 4.72 -4.11 1.81
H 3.66 -2.69 1.46
H 3.02 -4.29 1.26
H 4.09 -3.10 3.80
H 3.33 -4.67 3.83
H 2.05 -2.85 4.37
C -4.19 -5.94 4.55
C -5.53 -5.58 4.00
O -5.51 -4.13 3.68
H -4.07 -5.39 5.47
H -3.35 -5.71 3.86
H -4.21 -7.00 4.80
H -6.32 -5.83 4.71
H -5.82 -6.12 3.08
H -4.84 -3.70 4.19
C -4.18 4.19 3.71
C -2.86 4.87 3.94
O -1.98 4.31 3.00
H -5.02 4.68 4.24
H -4.18 3.15 4.16
H -4.50 4.00 2.62
H -2.46 4.74 4.92
H -2.95 5.90 3.68
H -1.04 4.27 3.28
C 4.97 4.33 -5.44
C 3.52 4.52 -5.06
O 3.23 5.86 -4.78
H 5.59 5.15 -5.06
H 5.08 4.37 -6.52
H 5.42 3.45 -5.01
H 3.31 3.99 -4.15
H 2.89 4.17 -5.94
H 2.38 5.96 -4.38
C 5.36 -4.99 -2.70
C 3.87 -5.04 -3.05
O 3.14 -4.84 -1.82
H 5.60 -5.86 -2.14
H 5.65 -4.07 -2.15
H 5.91 -4.99 -3.63
H 3.58 -6.04 -3.44
H 3.51 -4.37 -3.84
H 3.50 -3.99 -1.55
C 5.51 3.51 2.17
C 5.15 3.97 0.77
O 4.90 5.36 0.89
H 6.50 3.97 2.43
H 5.71 2.43 2.13
H 4.71 3.72 2.89
H 4.24 3.50 0.36
H 5.99 3.69 0.16
H 4.73 5.85 0.11
C -5.53 -0.69 2.42
C -5.09 0.57 1.77
O -5.12 0.59 0.33
H -5.55 -0.60 3.51
H -4.83 -1.53 2.17
H -6.47 -1.00 2.08
H -4.07 0.86 2.06
H -5.69 1.46 2.09
H -5.40 -0.25 -0.04
C 4.34 -1.06 -2.06
C 4.84 -0.15 -0.99
O 5.19 -0.95 0.12
H 3.99 -0.49 -2.89
H 3.45 -1.58 -1.69
H 5.09 -1.70 -2.48
H 4.05 0.65 -0.75
H 5.69 0.41 -1.31
H 5.42 -0.38 0.89
C 1.95 3.60 2.70
C 1.88 5.00 3.32
O 0.54 5.32 3.72
H 1.23 3.43 1.96
H 1.84 2.73 3.37
H 2.96 3.49 2.28
H 2.27 5.68 2.56
H 2.60 4.90 4.16
H 0.53 6.09 4.29
C -1.80 6.71 0.00
C -0.39 6.10 -0.25
O -0.44 4.69 -0.61
H -2.13 6.49 1.02
H -2.48 6.29 -0.74
H -1.78 7.79 -0.14
H 0.28 6.21 0.62
H 0.13 6.53 -1.08
H -0.14 4.04 0.03
C -1.80 -4.68 -6.20
C -1.65 -4.81 -4.72
O -1.81 -3.53 -4.10
H -2.77 -4.21 -6.42
H -1.91 -5.70 -6.67
H -1.04 -4.11 -6.83
H -0.73 -5.32 -4.46
H -2.56 -5.43 -4.40
H -1.09 -3.52 -3.42
O -4.33 -2.08 -4.69
H -3.58 -2.46 -5.10
H -4.74 -1.43 -5.25
O -2.37 3.60 -2.12
H -1.78 3.54 -2.91
H -1.93 3.92 -1.34
O -0.80 4.76 -6.78
H -1.70 4.70 -7.10
H -0.37 4.80 -7.63
O -4.00 -1.55 -1.77
H -3.86 -2.10 -2.54
H -4.05 -2.18 -1.04
O -3.04 3.01 0.56
H -3.31 3.81 1.01
H -1.20 2.05 0.74
O -3.21 0.82 -1.79
H -3.38 -0.18 -1.82
H -2.38 0.94 -2.28
O -0.16 3.91 -3.67
H -0.10 4.33 -4.58
H -0.04 4.66 -3.14
*
```